(1)
DFT (ωB97M-V with the def2-TZVPD basis set) results for a cluster of 9 separate species, C22H40N2O26S4 in total at a distorted geometry.

Summary:
LUMO level ... -0.012 Eh
Electronic energy ... -4520.36763 Ha
Multiplicity ... 1
HOMO level ... -10.0 eV
HOMO-LUMO gap ... 9.70 eV
Strongest force on any atom ... 4.783 eV Å⁻¹
SMILES ... C[N+](=O)[O-].C[N+](=O)[O-].O=S1(=O)OCCO1.O=S1(=O)OCCO1.O=S1(=O)OCCO1.O=S1(=O)OCCO1.O=C1CCCO1.O=C1CCCO1.O=C1CCCO1

```
94
Properties=species:S:1:pos:R:3:mulliken_charge:R:1
C -3.40 6.98 1.95 -0.637
N -2.11 7.21 2.61 0.763
O -1.05 7.02 1.98 -0.480
O -2.16 7.42 3.85 -0.478
H -3.36 7.52 1.01 0.275
H -4.23 7.37 2.55 0.290
H -3.46 5.90 1.81 0.267
C -6.38 -5.84 -0.61 -0.706
N -5.12 -5.24 -1.14 0.839
O -5.20 -4.54 -2.16 -0.513
O -4.11 -5.32 -0.49 -0.498
H -7.23 -5.18 -0.71 0.292
H -6.23 -6.03 0.45 0.312
H -6.63 -6.73 -1.19 0.274
O 2.46 -7.20 8.50 -0.528
S 1.33 -6.47 7.99 1.096
O 0.32 -7.23 7.33 -0.520
O 0.70 -5.43 9.12 -0.326
C 0.32 -4.17 8.55 -0.244
C 0.90 -4.14 7.13 -0.325
O 1.82 -5.25 7.06 -0.288
H -0.74 -3.96 8.54 0.272
H 0.76 -3.36 9.14 0.270
H 1.41 -3.20 6.95 0.303
H 0.08 -4.39 6.46 0.290
O 7.78 -0.21 4.77 -0.525
S 6.67 -0.44 3.82 1.068
O 5.79 0.68 3.43 -0.508
O 7.30 -1.21 2.50 -0.317
C 7.38 -2.55 2.72 -0.381
C 6.01 -2.85 3.29 -0.183
O 5.70 -1.72 4.11 -0.267
H 7.58 -3.01 1.76 0.276
H 8.27 -2.64 3.35 0.290
H 6.06 -3.76 3.88 0.284
H 5.24 -2.87 2.52 0.263
O -6.14 2.16 5.36 -0.517
S -6.46 1.09 4.39 1.060
O -6.09 -0.28 4.75 -0.507
O -8.06 1.12 4.03 -0.303
C -8.31 1.83 2.92 -0.380
C -7.22 1.39 1.96 -0.240
O -6.10 1.43 2.83 -0.292
H -9.31 1.56 2.59 0.284
H -8.29 2.88 3.21 0.290
H -7.19 2.03 1.07 0.332
H -7.41 0.40 1.54 0.272
O -5.22 2.91 -4.97 -0.523
S -3.79 2.65 -5.20 1.065
O -2.82 3.55 -4.66 -0.486
O -3.42 1.03 -4.91 -0.300
C -3.79 0.26 -6.02 -0.397
C -3.13 1.06 -7.10 -0.269
O -3.47 2.42 -6.82 -0.325
H -3.53 -0.80 -5.97 0.340
H -4.88 0.30 -6.11 0.290
H -3.46 0.69 -8.07 0.327
H -2.05 1.00 -6.95 0.278
O 1.62 -0.56 -2.68 -0.623
C 1.05 -0.19 -1.67 0.550
C 0.29 -1.09 -0.71 -0.320
C 0.15 -0.19 0.46 -0.459
C 0.13 1.17 -0.15 -0.347
O 0.90 1.10 -1.33 -0.346
H -0.71 -1.32 -1.07 0.231
H 1.00 -1.92 -0.66 0.261
H -0.82 -0.38 0.91 0.278
H 0.89 -0.35 1.24 0.254
H -0.90 1.48 -0.36 0.226
H 0.61 1.93 0.47 0.298
O 5.57 7.71 -1.91 -0.578
C 4.56 8.27 -2.25 0.484
C 3.20 7.80 -2.55 -0.359
C 2.44 9.09 -2.87 -0.531
C 3.28 10.18 -2.25 -0.343
O 4.58 9.63 -2.22 -0.344
H 3.14 7.00 -3.28 0.314
H 2.77 7.27 -1.69 0.205
H 2.50 9.06 -3.96 0.232
H 1.41 9.03 -2.53 0.346
H 3.12 11.13 -2.78 0.339
H 2.77 10.36 -1.31 0.235
O 4.78 -5.45 -2.90 -0.619
C 4.57 -5.71 -4.10 0.502
C 5.33 -5.24 -5.36 -0.356
C 4.85 -6.29 -6.36 -0.474
C 3.48 -6.74 -5.75 -0.387
O 3.54 -6.56 -4.39 -0.321
H 4.98 -4.24 -5.60 0.227
H 6.40 -5.14 -5.19 0.299
H 4.60 -5.77 -7.28 0.254
H 5.60 -7.05 -6.59 0.312
H 2.65 -6.11 -6.07 0.286
H 3.33 -7.80 -5.93 0.278
```

=====

(2)
DFT (ωB97M-V with the def2-TZVPD basis set) results for an isolated molecule of C5H10O2 at a distorted geometry.

Summary:
LUMO level ... 0.030 Eh
Electronic energy ... -346.91624 Ha
Multiplicity ... 1
HOMO level ... -9.7 eV
HOMO-LUMO gap ... 10.51 eV
Strongest force on any atom ... 4.533 eV Å⁻¹
Relative energy (zero: lowest compared OMol25 entry of this formula, charge and spin) ... 68.5 kcal/mol
SMILES ... C=CC[C@@H](O)CO

```
17
Properties=species:S:1:pos:R:3:mulliken_charge:R:1
C 1.90 -1.39 -0.03 -0.670
C 0.90 -1.11 0.80 -0.445
C 0.51 0.29 1.02 -0.475
C -0.23 0.83 -0.22 0.044
O 0.11 0.15 -1.39 -0.663
C -1.71 0.76 -0.13 -0.575
O -2.35 1.17 -1.30 -0.521
H 2.12 -2.40 -0.33 0.302
H 2.54 -0.60 -0.42 0.253
H 0.48 -1.91 1.38 0.324
H -0.10 0.39 1.91 0.365
H 1.40 0.90 1.18 0.327
H 0.05 1.87 -0.37 0.271
H 0.24 -0.86 -0.86 0.525
H -1.99 -0.28 0.11 0.273
H -2.04 1.39 0.69 0.329
H -1.81 0.79 -2.02 0.337
```

=====

(3)
DFT (ωB97M-V with the def2-TZVPD basis set) results for an isolated molecule of C3H7N3 at a distorted geometry.

Summary:
LUMO level ... 0.036 Eh
Electronic energy ... -282.68759 Ha
Multiplicity ... 1
HOMO level ... -8.5 eV
HOMO-LUMO gap ... 9.49 eV
Strongest force on any atom ... 3.089 eV Å⁻¹
Relative energy (zero: lowest compared OMol25 entry of this formula, charge and spin) ... 54.4 kcal/mol
SMILES ... C1=NCCNN1

```
13
Properties=species:S:1:pos:R:3:mulliken_charge:R:1
C 0.04 1.54 0.05 -0.048
N -1.18 1.07 0.10 -0.511
C -1.28 -0.32 -0.24 -0.337
C -0.10 -1.02 0.38 -0.490
N 1.08 -0.62 -0.32 -0.417
N 1.27 0.80 0.11 -0.270
H 0.02 2.66 0.15 0.336
H -1.07 -0.37 -1.36 0.243
H -2.36 -0.85 -0.14 0.278
H -0.19 -2.09 0.23 0.413
H -0.13 -0.91 1.47 0.279
H 1.96 -1.15 0.00 0.279
H 1.94 1.26 -0.42 0.246
```

=====

(4)
DFT (ωB97M-V with the def2-TZVPD basis set) results for a structure of composition C17H29BeNO14Zn at a distorted geometry.

Summary:
Charge ... +2
LUMO level ... -0.416 Eh
Electronic energy ... -3566.27413 Ha
Multiplicity ... 1
HOMO level ... -13.1 eV
HOMO-LUMO gap ... 1.74 eV
Strongest force on any atom ... 8.589 eV Å⁻¹

```
63
Properties=species:S:1:pos:R:3:mulliken_charge:R:1
Zn -1.02 4.51 2.06 1.065
Be -3.74 4.27 -1.19 1.305
N -0.30 5.27 -0.92 1.082
O -0.09 5.30 0.28 -0.514
O -1.41 5.64 -1.29 -0.604
O 0.47 4.70 -1.71 -0.343
O -0.60 0.91 -0.17 -0.145
C -1.13 2.02 0.24 0.666
O -0.81 2.58 1.26 -0.628
O -1.95 2.53 -0.47 -0.255
H -1.21 0.82 -0.90 0.002
C 2.35 -5.66 1.15 -0.754
O 2.29 -4.22 1.37 -0.268
C 2.63 -3.79 2.73 -0.689
C 2.47 -2.19 3.04 -0.118
O 1.03 -1.90 2.95 -0.424
C 0.67 -0.53 2.69 -0.348
H 3.38 -6.02 1.13 0.297
H 1.80 -5.85 0.23 0.247
H 1.67 -6.19 1.81 0.328
H 3.64 -4.17 2.82 0.411
H 1.92 -4.23 3.44 0.319
H 3.02 -1.70 2.24 0.018
H 2.84 -1.86 4.02 0.383
H -0.39 -0.60 2.93 0.274
H 0.78 -0.23 1.65 0.039
H 1.22 0.12 3.37 0.287
O 2.27 2.69 -1.49 -0.438
C 2.94 2.21 -0.51 0.361
O 4.16 1.81 -0.61 -0.345
C 4.58 1.19 0.52 -0.518
C 3.84 1.78 1.66 -0.196
C 2.50 2.13 0.93 1.015
H 5.66 1.31 0.63 0.374
H 4.48 0.11 0.43 0.214
H 4.34 2.57 2.21 0.290
H 3.54 1.02 2.38 0.143
H 2.09 3.09 1.24 0.080
H 1.63 1.47 0.98 -0.872
O 0.58 1.84 -3.33 -0.553
C 0.24 0.67 -3.63 0.520
O -0.98 0.28 -3.37 -0.262
C -1.28 -1.03 -3.83 -0.414
C -0.12 -1.27 -4.88 -0.647
C 1.03 -0.43 -4.34 -0.395
H -2.17 -1.15 -4.44 0.300
H -1.26 -1.81 -3.06 0.336
H -0.46 -1.05 -5.89 0.324
H 0.20 -2.31 -4.79 0.309
H 1.64 0.03 -5.12 0.323
H 1.62 -0.89 -3.54 0.272
O -4.85 2.13 -0.55 -0.566
C -4.98 1.04 -0.01 0.498
O -5.12 0.94 1.34 -0.369
C -5.38 -0.37 1.85 -0.435
C -4.86 -1.27 0.76 -0.508
C -4.94 -0.35 -0.49 -0.153
H -6.46 -0.42 2.00 0.278
H -4.90 -0.60 2.80 0.354
H -5.27 -2.27 0.62 0.388
H -3.82 -1.54 0.97 0.206
H -5.88 -0.54 -1.01 0.326
H -4.13 -0.53 -1.20 0.130
```

=====

(5)
DFT (ωB97M-V with the def2-TZVPD basis set) results for a cluster of 2 separate species, C2H6OS2 in total.

Summary:
LUMO level ... 0.011 Eh
Electronic energy ... -951.37057 Ha
Multiplicity ... 1
HOMO level ... -9.1 eV
HOMO-LUMO gap ... 9.36 eV
Strongest force on any atom ... 0.570 eV Å⁻¹
Relative energy (zero: lowest compared OMol25 entry of this formula, charge and spin) ... 13.5 kcal/mol
SMILES ... C=CO.SS

```
11
Properties=species:S:1:pos:R:3:mulliken_charge:R:1
C 0.79 -1.64 0.67 -0.855
C 1.77 -1.58 -0.21 0.194
O 1.69 -2.08 -1.48 -0.488
H 0.95 -1.09 1.59 0.313
H -0.18 -2.06 0.44 0.263
H 2.68 -1.04 0.04 0.247
H 2.36 -1.66 -2.03 0.339
S -2.02 0.90 0.43 -0.175
S -0.20 1.84 0.16 -0.152
H -1.89 0.04 -0.59 0.168
H 0.43 1.33 1.23 0.146
```

=====

(6)
DFT (ωB97M-V with the def2-TZVPD basis set) results for a structure of composition C31H57BClO2PPt at a distorted geometry.

Summary:
LUMO level (spin up / spin down) ... 0.021 / -0.082 Eh
Electronic energy ... -2311.40760 Ha
Multiplicity ... 5
HOMO level (spin up / spin down) ... -4.0 / -8.3 eV
HOMO-LUMO gap (spin up / spin down) ... 4.55 / 6.12 eV
Strongest force on any atom ... 5.789 eV Å⁻¹
<S²> ... 6.01

```
94
Properties=species:S:1:pos:R:3:mulliken_charge:R:1
Pt 0.44 -0.08 0.89 2.854
P 0.07 0.45 -1.39 -0.255
Cl 1.29 2.10 1.22 -0.472
C -1.93 -0.36 0.92 -2.025
H -2.74 -0.36 0.05 0.142
H -2.27 0.44 1.63 0.228
C 1.89 0.65 -1.76 -0.373
C -0.80 2.10 -1.52 0.260
C 2.36 0.76 -3.21 -0.748
H 2.11 1.60 -1.25 0.994
C 3.84 1.18 -3.22 -0.875
H 2.24 -0.20 -3.73 0.275
H 1.77 1.50 -3.77 0.203
C 4.72 0.23 -2.38 -0.760
H 4.20 1.21 -4.25 0.405
H 3.92 2.19 -2.81 0.387
C 4.17 -0.05 -0.98 -0.927
H 4.83 -0.72 -2.92 0.308
H 5.73 0.66 -2.29 0.427
C 2.69 -0.45 -1.04 -0.310
H 4.74 -0.85 -0.49 0.403
H 4.25 0.85 -0.35 0.349
H 2.57 -1.40 -1.57 0.208
H 2.31 -0.61 0.00 -0.009
C -0.67 -0.64 -2.75 -0.023
C -2.32 1.94 -1.69 0.084
H -0.61 2.54 -0.53 0.914
C -3.04 3.29 -1.69 -0.934
H -2.53 1.41 -2.64 0.163
H -2.72 1.30 -0.89 -0.615
C -2.42 4.29 -2.68 -0.709
H -4.10 3.13 -1.92 0.431
H -2.98 3.71 -0.68 0.352
C -0.90 4.41 -2.54 -1.011
H -2.68 3.98 -3.71 0.310
H -2.88 5.27 -2.53 0.392
C -0.19 3.05 -2.56 -0.593
H -0.50 5.04 -3.35 0.418
H -0.67 4.92 -1.59 0.369
H -0.26 2.61 -3.56 0.137
H 0.88 3.21 -2.34 0.266
C 0.05 -1.99 -2.89 -0.021
H -1.69 -0.84 -2.37 0.790
C -0.72 -2.93 -3.84 -0.866
H 1.07 -1.82 -3.28 0.271
H 0.16 -2.49 -1.93 -0.742
C -0.96 -2.29 -5.21 -0.759
H -0.15 -3.86 -3.95 0.402
H -1.68 -3.18 -3.37 0.377
C -1.56 -0.88 -5.11 -1.010
H -0.01 -2.25 -5.77 0.342
H -1.64 -2.93 -5.79 0.418
C -0.81 0.02 -4.13 -0.423
H -1.56 -0.41 -6.10 0.416
H -2.61 -0.96 -4.78 0.368
H 0.20 0.25 -4.52 0.192
H -1.34 0.98 -4.05 0.068
C -0.23 -2.11 0.68 0.630
C -1.86 -1.84 0.57 1.680
H 0.18 -2.57 -0.23 -1.291
C -2.76 -2.70 1.44 -1.175
H -2.11 -1.82 -0.54 0.041
C -2.12 -2.81 2.82 0.051
H -3.73 -2.17 1.55 0.435
H -2.91 -3.70 1.02 0.346
C -0.85 -3.71 2.75 -0.870
H -1.82 -1.83 3.26 -0.400
H -2.87 -3.26 3.57 0.317
C 0.21 -3.14 1.78 -0.568
H -0.45 -3.91 3.77 0.444
H -1.20 -4.70 2.39 0.386
H 0.99 -2.68 2.42 -0.093
H 0.73 -4.02 1.34 0.557
C -0.83 1.49 5.98 -1.885
C 0.13 1.08 4.89 1.461
C 1.23 2.15 4.82 -1.848
O -0.58 1.03 3.65 -0.744
B 0.15 0.12 2.90 0.271
O 0.95 -0.74 3.65 -0.738
C 0.71 -0.39 5.01 1.596
C 2.03 -0.55 5.73 -1.911
C -0.30 -1.37 5.58 -1.769
H -0.32 1.51 6.95 0.363
H -1.68 0.81 6.06 0.340
H -1.21 2.50 5.79 0.473
H 0.81 3.12 4.52 0.430
H 1.68 2.29 5.81 0.397
H 2.03 1.92 4.10 0.287
H 1.91 -0.32 6.79 0.404
H 2.36 -1.59 5.66 0.458
H 2.82 0.09 5.32 0.333
H -1.31 -1.20 5.19 0.377
H -0.01 -2.40 5.33 0.328
H -0.33 -1.28 6.67 0.424
```